[1]
{"formula": "C29H33Cl8N5", "method": "the ωB97M-V functional and the def2-TZVPD basis", "symbols": ["C", "C", "C", "N", "C", "C", "H", "H", "H", "H", "H", "C", "C", "C", "N", "C", "C", "H", "H", "H", "H", "H", "C", "C", "C", "N", "C", "C", "H", "H", "H", "H", "H", "C", "C", "C", "N", "C", "C", "H", "H", "H", "H", "H", "C", "C", "C", "N", "C", "C", "H", "H", "H", "H", "H", "Cl", "C", "Cl", "H", "H", "Cl", "C", "Cl", "H", "H", "Cl", "C", "Cl", "H", "H", "Cl", "C", "Cl", "H", "H"], "positions_angstrom": [[-1.995, -2.220, 5.259], [-2.322, -3.175, 4.306], [-2.176, -2.913, 2.962], [-1.731, -1.732, 2.503], [-1.401, -0.835, 3.422], [-1.604, -0.976, 4.800], [-2.082, -2.380, 6.326], [-2.881, -4.079, 4.524], [-2.437, -3.671, 2.234], [-0.894, 0.081, 3.136], [-1.308, -0.244, 5.538], [3.589, -3.903, -2.866], [2.663, -3.079, -2.269], [1.331, -3.468, -2.278], [0.929, -4.634, -2.823], [1.814, -5.392, -3.469], [3.163, -5.058, -3.515], [4.648, -3.694, -2.801], [2.885, -2.194, -1.686], [0.497, -3.008, -1.769], [1.369, -6.213, -4.017], [3.929, -5.657, -3.988], [-6.748, 1.690, -0.949], [-5.364, 1.661, -0.960], [-4.725, 2.273, 0.122], [-5.351, 2.748, 1.212], [-6.704, 2.737, 1.166], [-7.439, 2.280, 0.109], [-7.214, 1.319, -1.854], [-4.830, 1.256, -1.806], [-3.654, 2.422, 0.170], [-7.085, 2.990, 2.150], [-8.518, 2.240, 0.157], [2.597, -4.944, 1.911], [1.386, -4.738, 1.275], [0.839, -3.456, 1.235], [1.516, -2.415, 1.690], [2.692, -2.607, 2.317], [3.254, -3.876, 2.469], [2.894, -5.981, 2.014], [0.802, -5.551, 0.861], [-0.169, -3.362, 0.848], [3.101, -1.721, 2.779], [4.166, -4.081, 3.015], [2.773, 5.065, -2.794], [3.088, 3.746, -2.459], [2.014, 2.942, -2.115], [0.724, 3.328, -2.213], [0.494, 4.549, -2.685], [1.471, 5.490, -2.955], [3.655, 5.675, -2.960], [4.110, 3.402, -2.419], [2.143, 1.933, -1.744], [-0.541, 4.779, -2.920], [1.266, 6.482, -3.329], [-2.685, 2.192, -3.367], [-1.293, 1.194, -3.836], [-1.805, -0.125, -4.940], [-0.529, 1.760, -4.358], [-0.812, 0.724, -2.986], [-0.439, 5.457, 2.277], [0.930, 4.517, 1.585], [1.877, 5.686, 0.603], [1.579, 4.285, 2.418], [0.537, 3.777, 0.899], [1.012, -0.239, -1.096], [0.130, 0.059, 0.419], [-0.981, 1.440, 0.257], [-0.457, -0.795, 0.737], [0.890, 0.359, 1.131], [4.129, 2.636, 2.588], [3.812, 2.050, 0.952], [4.023, 0.273, 0.876], [2.848, 2.366, 0.567], [4.603, 2.554, 0.406]], "lowdin_charge": [-0.07, -0.08, -0.15, 0.06, -0.15, -0.06, 0.11, 0.10, 0.11, 0.09, 0.10, -0.08, -0.09, -0.17, 0.05, -0.15, -0.07, 0.10, 0.06, 0.07, 0.10, 0.10, -0.08, -0.08, -0.15, 0.05, -0.16, -0.08, 0.10, 0.06, 0.06, 0.10, 0.10, -0.09, -0.06, -0.17, 0.07, -0.15, -0.07, 0.11, 0.11, 0.09, 0.07, 0.10, -0.10, -0.07, -0.18, 0.07, -0.17, -0.08, 0.11, 0.10, 0.03, 0.10, 0.11, 0.52, -1.01, 0.48, 0.02, -0.04, 0.48, -0.96, 0.50, -0.01, -0.03, 0.60, -0.97, 0.56, -0.01, 0.00, 0.53, -1.00, 0.53, 0.00, 0.02], "homo_ev": -9.29, "gap_ev": 9.7625, "e_tot_ha": -5080.10081, "largest_force_ev_per_a": 2.2, "relative_energy_kcal_mol": 16.8, "smiles": "c1ccncc1.c1ccncc1.c1ccncc1.c1ccncc1.c1ccncc1.ClCCl.ClCCl.ClCCl.ClCCl"}


[2]
{"formula": "C29H33I2LuO3PS2Sc", "method": "the ωB97M-V functional and the def2-TZVPD basis", "symbols": ["I", "I", "Lu", "Sc", "S", "S", "C", "C", "C", "C", "C", "C", "C", "C", "C", "C", "C", "O", "O", "O", "H", "H", "H", "H", "H", "H", "H", "H", "H", "H", "H", "H", "H", "H", "H", "H", "H", "H", "C", "C", "C", "C", "C", "C", "P", "C", "C", "C", "C", "C", "C", "C", "C", "C", "C", "C", "C", "H", "H", "H", "H", "H", "H", "H", "H", "H", "H", "H", "H", "H", "H", "H"], "positions_angstrom": [[-0.900, -3.268, -0.695], [-0.828, -2.286, -3.742], [-0.217, 0.670, -2.918], [-0.208, -0.543, 0.254], [1.526, -0.438, -1.412], [-1.917, 0.528, -0.995], [1.158, 1.293, 0.664], [3.444, -0.789, -1.913], [-3.824, 0.262, -1.439], [3.567, -0.604, -3.413], [4.293, 0.195, -1.126], [3.668, -2.228, -1.476], [-3.983, 0.114, -2.942], [-4.477, 1.537, -0.912], [-4.235, -0.999, -0.703], [1.343, 2.435, -2.333], [-0.462, 2.894, -1.929], [1.940, 2.150, 0.701], [2.268, 3.127, -2.089], [-0.842, 3.839, -1.347], [3.352, 0.429, -3.722], [2.882, -1.271, -3.954], [4.599, -0.841, -3.721], [4.054, 1.237, -1.371], [5.356, 0.019, -1.358], [4.149, 0.059, -0.048], [3.494, -2.336, -0.396], [4.706, -2.513, -1.697], [2.987, -2.911, -2.000], [-5.057, 0.014, -3.165], [-3.456, -0.775, -3.322], [-3.599, 0.991, -3.484], [-5.560, 1.512, -1.098], [-4.054, 2.421, -1.406], [-4.318, 1.654, 0.165], [-5.327, -1.128, -0.786], [-3.970, -0.940, 0.362], [-3.726, -1.882, -1.120], [-1.593, 4.873, 4.348], [-0.514, 4.586, 3.502], [-0.364, 3.304, 2.976], [-1.277, 2.284, 3.286], [-2.345, 2.579, 4.156], [-2.507, 3.867, 4.673], [-0.904, 0.601, 2.657], [0.158, -0.020, 4.024], [1.303, -0.779, 3.735], [2.115, -1.237, 4.775], [1.807, -0.920, 6.107], [0.668, -0.161, 6.399], [-0.154, 0.276, 5.361], [-2.500, -0.260, 2.943], [-2.511, -1.563, 3.466], [-3.721, -2.221, 3.691], [-4.930, -1.591, 3.375], [-4.928, -0.315, 2.801], [-3.719, 0.342, 2.573], [-1.724, 5.877, 4.749], [0.209, 5.361, 3.256], [0.482, 3.092, 2.333], [-3.056, 1.805, 4.444], [-3.353, 4.070, 5.335], [1.565, -1.018, 2.698], [2.996, -1.839, 4.550], [2.453, -1.262, 6.918], [0.411, 0.093, 7.434], [-1.042, 0.867, 5.579], [-1.564, -2.048, 3.709], [-3.714, -3.226, 4.115], [-5.872, -2.098, 3.570], [-5.869, 0.174, 2.533], [-3.715, 1.359, 2.171]], "lowdin_charge": [0.34, 0.28, 1.09, 0.02, 0.44, 0.49, -0.17, -0.70, -0.73, -0.07, -0.07, -0.08, -0.09, -0.08, -0.09, -0.20, -0.19, 0.14, 0.21, 0.21, 0.08, 0.09, 0.13, 0.08, 0.13, 0.09, 0.09, 0.13, 0.10, 0.13, 0.03, 0.09, 0.13, 0.09, 0.06, 0.13, 0.06, 0.06, 0.07, 0.03, -0.04, -0.27, -0.03, 0.03, 1.05, -0.35, -0.09, -0.02, 0.01, -0.01, -0.05, -0.39, -0.07, -0.02, -0.01, -0.05, -0.15, 0.16, 0.14, 0.08, 0.13, 0.15, 0.09, 0.13, 0.14, 0.14, 0.11, 0.12, 0.13, 0.13, 0.13, 0.10], "homo_ev": [-19.21, -18.80], "gap_ev": [5.4577, 3.7535], "e_tot_ha": -5078.48014, "largest_force_ev_per_a": 9.1, "charge": 4}


[3]
{"formula": "C29H33IrN5O3S2", "method": "the ωB97M-V functional and the def2-TZVPD basis", "symbols": ["Ir", "C", "N", "C", "C", "N", "C", "C", "C", "C", "C", "C", "N", "C", "N", "C", "C", "C", "C", "C", "C", "N", "H", "H", "H", "H", "H", "H", "H", "H", "H", "H", "H", "H", "H", "H", "H", "O", "C", "O", "C", "C", "C", "C", "C", "C", "S", "H", "H", "H", "H", "C", "C", "C", "S", "O", "C", "C", "C", "H", "H", "H", "H", "H", "H", "H", "H", "H", "H", "H", "H", "H", "H"], "positions_angstrom": [[0.098, -0.295, -0.906], [1.463, 2.896, -2.118], [1.975, 1.708, -2.697], [3.282, 1.266, -2.348], [3.271, 0.303, -1.201], [2.227, -0.309, -0.694], [2.733, -1.269, 0.198], [2.087, -2.294, 0.884], [2.864, -3.147, 1.639], [4.258, -2.994, 1.718], [4.912, -2.000, 1.015], [4.117, -1.162, 0.244], [4.423, -0.137, -0.648], [0.151, 2.744, -1.404], [-0.474, 1.687, -0.915], [-1.715, 2.165, -0.394], [-2.821, 1.545, 0.190], [-3.892, 2.333, 0.559], [-3.896, 3.721, 0.372], [-2.818, 4.352, -0.205], [-1.753, 3.543, -0.580], [-0.568, 3.861, -1.215], [1.318, 3.692, -2.858], [2.181, 3.287, -1.392], [1.625, 1.439, -3.599], [3.948, 2.101, -2.096], [3.742, 0.756, -3.198], [1.015, -2.424, 0.807], [2.391, -3.961, 2.174], [4.833, -3.680, 2.325], [5.989, -1.898, 1.044], [5.342, 0.177, -0.907], [-2.877, 0.481, 0.333], [-4.760, 1.852, 0.989], [-4.759, 4.299, 0.674], [-2.801, 5.421, -0.373], [-0.298, 4.772, -1.548], [-3.910, -1.162, -1.161], [-2.790, -0.995, -1.599], [-1.766, -0.971, -0.760], [-2.568, -0.853, -3.073], [-3.733, -0.722, -3.835], [-3.693, -0.662, -5.215], [-2.468, -0.745, -5.863], [-1.305, -0.859, -5.124], [-1.334, -0.903, -3.728], [0.264, -1.004, -2.978], [-4.674, -0.692, -3.305], [-4.609, -0.563, -5.783], [-2.417, -0.711, -6.944], [-0.347, -0.911, -5.626], [-0.986, -3.242, 2.586], [-1.663, -2.173, 3.435], [-2.025, -0.909, 2.663], [-0.787, 0.356, 2.312], [0.218, -0.206, 1.302], [0.126, 0.411, 3.865], [1.271, -0.600, 3.991], [2.603, 0.000, 3.551], [-0.745, -4.119, 3.187], [-0.057, -2.869, 2.149], [-1.635, -3.559, 1.769], [-1.050, -1.930, 4.306], [-2.600, -2.567, 3.833], [-2.789, -0.323, 3.187], [-2.427, -1.144, 1.669], [-0.637, 0.310, 4.639], [0.509, 1.432, 3.921], [1.058, -1.494, 3.407], [1.332, -0.913, 5.035], [2.537, 0.364, 2.525], [3.400, -0.741, 3.594], [2.883, 0.836, 4.196]], "lowdin_charge": [1.13, -0.13, -0.09, -0.14, -0.27, -0.01, -0.22, -0.04, -0.06, -0.07, -0.01, -0.18, 0.18, -0.25, 0.02, -0.18, -0.05, -0.05, -0.06, -0.01, -0.18, 0.17, 0.14, 0.14, 0.11, 0.13, 0.14, 0.08, 0.11, 0.11, 0.12, 0.17, 0.06, 0.12, 0.11, 0.12, 0.17, 0.08, -0.57, -0.28, -0.14, -0.01, -0.06, -0.07, -0.13, -0.55, 0.68, 0.12, 0.11, 0.11, 0.09, -0.08, -0.26, -0.32, 1.02, -0.64, -0.32, -0.27, -0.09, 0.09, 0.02, 0.09, 0.09, 0.12, 0.10, 0.08, 0.10, 0.09, 0.07, 0.12, 0.06, 0.07, 0.08], "homo_ev": -10.19, "gap_ev": 7.0368, "e_tot_ha": -2524.96237, "largest_force_ev_per_a": 0.4, "relative_energy_kcal_mol": 42.1, "charge": 1}